Molecular formula: C2H5BO
Method: DFT, ωB97M-V with the def2-TZVPD basis set

```
9
Properties=species:S:1:pos:R:3:forces:R:3
B 0.8511 -0.9370 -0.2181 -0.1284 -0.6799 -0.4871
C -1.5022 0.1117 -0.3732 -0.7398 -0.0823 0.9068
C -0.1366 0.1739 0.2482 -0.3679 -0.1169 2.6631
O -2.4986 -0.2058 0.2286 0.3058 -0.1349 -0.2073
H 1.2381 -0.9353 -1.3752 -0.0294 -0.0694 0.6689
H 1.1003 -1.8559 0.5455 0.1021 0.5727 -0.5311
H -1.5982 0.4881 -1.3857 0.1630 0.0328 -0.7454
H -0.2960 0.1176 1.4222 0.3107 0.3500 -2.4375
H 0.1983 1.1627 -0.0711 0.3837 0.1278 0.1696
```
Forces are in eV/Å.

Results
E_LUMO (eV): -0.17
E_HOMO (eV): -10.1
Largest force on an atom (hartree/bohr): 0.052
Relative energy (zero: lowest compared OMol25 entry of this formula, charge and spin) (kcal/mol): 62.1
Structure (SMILES): BCC=O
HOMO-LUMO gap (eV): 9.89

natural (NBO) population analysis, charges in e, atoms 1 to 2: B 0.496; C 0.454